{"formula": "C51H42INOP2Re", "method": "the ωB97M-V functional and the def2-TZVPD basis", "relative_energy_kcal_mol": 33.4, "lumo_ha": [-0.276, -0.265], "homo_energy_ev": [-13.173, -13.019], "e_tot_ha": -3156.82954, "total_charge": 2, "s_squared": 0.801, "spin_multiplicity": 2, "molar_mass_g_mol": 1060.0, "homo_lumo_gap_ev": [5.7, 5.8], "elements": ["Re", "C", "C", "C", "C", "C", "C", "C", "C", "P", "C", "C", "C", "C", "C", "C", "C", "C", "C", "C", "C", "C", "C", "O", "C", "C", "C", "C", "C", "C", "P", "C", "C", "C", "C", "C", "C", "C", "C", "C", "C", "C", "C", "H", "H", "H", "H", "H", "H", "H", "H", "H", "H", "H", "H", "H", "H", "H", "H", "H", "H", "H", "H", "H", "H", "H", "H", "H", "H", "H", "H", "H", "H", "H", "H", "C", "C", "C", "C", "C", "C", "N", "C", "C", "C", "C", "C", "C", "H", "H", "H", "H", "H", "H", "H", "H", "H", "H", "I"], "xyz": [[-0.2626, -0.1555, 0.2116], [-3.4021, -4.7113, 4.0249], [-2.0015, -4.4652, 3.4434], [-1.0349, -5.5945, 3.8411], [-1.4655, -3.1557, 3.9848], [-1.2933, -2.9827, 5.3542], [-0.8330, -1.7935, 5.8904], [-0.4880, -0.7525, 5.0500], [-0.6084, -0.9074, 3.6717], [-0.0541, 0.4816, 2.6267], [-1.0844, 1.8576, 3.2203], [-0.6135, 2.8315, 4.0970], [-1.4716, 3.8247, 4.5383], [-2.7905, 3.8552, 4.1148], [-3.2691, 2.8755, 3.2570], [-2.4193, 1.8784, 2.8163], [1.6475, 0.8389, 3.1398], [2.4128, -0.1068, 3.8203], [3.7221, 0.1833, 4.1546], [4.2765, 1.4034, 3.8013], [3.5278, 2.3336, 3.0952], [2.2184, 2.0533, 2.7516], [-1.1290, -2.0959, 3.1452], [-1.3065, -2.1420, 1.7834], [-1.7263, -3.3131, 1.1988], [-1.7765, -3.3296, -0.1987], [-2.2131, -4.4718, -0.8662], [-2.6227, -5.5740, -0.1425], [-2.5566, -5.5497, 1.2386], [-2.0984, -4.4357, 1.9339], [-1.1999, -1.9436, -1.2269], [-0.1073, -2.8369, -2.3839], [-0.2678, -2.7465, -3.7647], [0.5783, -3.4607, -4.5969], [1.5898, -4.2480, -4.0697], [1.7326, -4.3633, -2.6945], [0.8811, -3.6711, -1.8545], [-2.6335, -1.4037, -2.2032], [-3.9005, -1.9584, -2.0451], [-4.9349, -1.5396, -2.8634], [-4.7114, -0.5717, -3.8288], [-3.4573, 0.0037, -3.9706], [-2.4200, -0.4041, -3.1551], [-3.3655, -4.7817, 5.1065], [-3.8188, -5.6360, 3.6389], [-4.0709, -3.8948, 3.7612], [-0.9297, -5.6470, 4.9195], [-0.0511, -5.4172, 3.4115], [-1.3962, -6.5557, 3.4888], [-1.5259, -3.7977, 6.0203], [-0.7281, -1.6863, 6.9588], [-0.1141, 0.1801, 5.4484], [0.4105, 2.8140, 4.4379], [-1.1121, 4.5748, 5.2259], [-3.4461, 4.6379, 4.4613], [-4.3027, 2.8882, 2.9416], [-2.7869, 1.1052, 2.1545], [1.9909, -1.0670, 4.0798], [4.3131, -0.5487, 4.6828], [5.3006, 1.6204, 4.0584], [3.9709, 3.2733, 2.8040], [1.6391, 2.7693, 2.1796], [-2.2236, -4.4877, -1.9472], [-2.9828, -6.4537, -0.6521], [-2.8687, -6.4227, 1.7884], [-1.0556, -2.1437, -4.1949], [0.4413, -3.3952, -5.6656], [2.2650, -4.7705, -4.7302], [2.5051, -4.9907, -2.2750], [0.9889, -3.7907, -0.7859], [-4.0785, -2.7166, -1.2965], [-5.9155, -1.9774, -2.7555], [-5.5189, -0.2563, -4.4683], [-3.2906, 0.7628, -4.7184], [-1.4363, 0.0428, -3.2510], [1.3800, 4.4521, -0.9176], [1.4940, 3.3143, -1.7000], [0.5924, 2.2759, -1.5576], [-0.4531, 2.3803, -0.6282], [-0.5847, 3.5460, 0.1323], [0.3389, 4.5639, -0.0058], [-1.3458, 1.2944, -0.4333], [-2.6701, 1.5010, -0.7415], [-3.6607, 0.6501, -0.2163], [-4.9884, 0.8458, -0.5272], [-5.3637, 1.8600, -1.4006], [-4.3931, 2.6800, -1.9609], [-3.0661, 2.5258, -1.6216], [2.0797, 5.2634, -1.0342], [2.2769, 3.2327, -2.4362], [0.6681, 1.4003, -2.1955], [-1.4034, 3.6308, 0.8322], [0.2363, 5.4526, 0.5964], [-3.3678, -0.1535, 0.4499], [-5.7364, 0.1970, -0.0975], [-6.4042, 2.0026, -1.6515], [-4.6798, 3.4383, -2.6731], [-2.3238, 3.1812, -2.0524], [2.1279, -1.2483, 0.3400]], "forces_ev_per_a": [[-0.789, 1.035, 0.627], [0.096, 0.052, -0.048], [-0.041, -0.202, 0.129], [-0.064, 0.120, -0.014], [-0.001, 0.111, -0.459], [0.068, 0.208, -0.135], [0.060, 0.030, 0.046], [-0.083, -0.102, -0.192], [-0.013, -0.046, -0.522], [0.135, -0.405, 0.188], [0.007, -0.007, -0.346], [0.110, -0.138, -0.113], [-0.066, 0.064, 0.072], [0.060, -0.002, -0.005], [-0.059, -0.039, -0.017], [0.104, -0.097, -0.074], [-0.148, 0.031, -0.162], [-0.224, 0.070, -0.049], [0.057, 0.005, -0.010], [-0.030, -0.019, -0.058], [0.071, 0.029, -0.047], [-0.149, -0.175, -0.031], [0.225, 0.293, 0.972], [0.153, 0.343, -0.451], [-0.279, -0.622, -0.623], [0.098, 0.320, 0.171], [0.002, 0.074, 0.208], [-0.026, -0.031, -0.060], [0.055, 0.198, -0.132], [0.152, 0.445, 0.052], [-0.087, -1.038, 0.045], [0.026, 0.212, 0.006], [-0.021, 0.062, 0.162], [0.076, -0.022, -0.117], [-0.049, 0.074, -0.047], [-0.055, 0.027, -0.015], [-0.047, 0.093, 0.045], [0.352, 0.052, 0.088], [0.168, -0.095, -0.030], [0.014, -0.061, -0.086], [0.000, -0.015, 0.051], [0.023, -0.036, -0.034], [-0.031, -0.126, 0.125], [-0.002, -0.049, 0.170], [-0.077, -0.125, 0.006], [-0.091, 0.057, -0.030], [0.002, -0.063, 0.157], [0.094, -0.015, -0.036], [-0.039, -0.121, -0.007], [-0.087, -0.105, 0.067], [0.002, 0.017, 0.079], [0.037, 0.038, 0.080], [0.068, 0.028, 0.025], [0.059, 0.065, 0.044], [-0.090, 0.083, 0.043], [-0.041, -0.017, -0.032], [-0.070, 0.009, 0.012], [-0.008, -0.034, 0.045], [0.054, -0.054, 0.059], [0.118, 0.054, 0.051], [0.035, 0.093, -0.022], [-0.005, 0.072, 0.011], [-0.003, -0.030, -0.053], [-0.008, -0.087, -0.047], [-0.012, -0.105, 0.102], [0.050, -0.041, -0.019], [0.027, -0.003, -0.089], [0.014, -0.085, -0.048], [0.029, -0.048, 0.016], [-0.042, 0.022, 0.046], [-0.022, -0.030, 0.030], [-0.087, -0.041, 0.023], [-0.130, 0.043, -0.113], [0.016, 0.099, -0.077], [0.002, 0.056, -0.070], [0.040, -0.203, -0.238], [0.215, 0.263, 0.081], [-0.318, -0.459, 0.088], [1.009, 0.416, 0.051], [0.078, 0.030, 0.207], [-0.316, -0.108, 0.126], [0.704, -1.024, 0.260], [-1.792, 0.214, -0.409], [0.475, 0.298, -0.015], [-0.068, 0.062, -0.010], [0.160, -0.040, 0.017], [-0.156, 0.026, 0.080], [0.323, -0.179, 0.266], [0.120, 0.080, -0.019], [0.125, 0.002, -0.055], [-0.050, 0.028, 0.069], [-0.075, 0.019, 0.085], [-0.007, 0.118, 0.052], [0.016, -0.060, 0.053], [-0.068, -0.056, 0.027], [-0.067, 0.003, -0.010], [0.005, 0.131, -0.003], [0.066, 0.034, -0.061], [-0.065, 0.052, -0.174]]}